[1]
C20H24ClN3O4S as an isolated structure at a distorted geometry. Source: the OMol25 dataset; level of theory: ωB97M-V with the def2-TZVPD basis set.

Atoms and positions in Å:
C (-0.84, -0.17, 3.06)
C (0.59, -0.45, 2.37)
H (1.43, -0.45, 3.20)
H (0.69, -1.32, 1.85)
O (0.98, 0.64, 1.19)
C (0.83, 2.04, 1.62)
C (0.25, 3.00, 0.63)
C (0.61, 4.21, 0.90)
C (1.15, 4.75, 2.07)
C (1.49, 3.83, 2.98)
C (1.39, 2.50, 3.07)
H (1.87, 1.89, 3.76)
H (2.00, 4.27, 3.76)
Cl (1.13, 6.39, 2.34)
H (0.22, 4.84, 0.09)
S (-0.59, 2.36, -0.74)
O (-1.22, 1.04, -0.59)
O (-1.40, 3.40, -1.22)
N (0.77, 1.98, -1.82)
C (1.65, 1.17, -1.56)
C (1.31, -0.26, -1.70)
H (1.91, -0.89, -1.52)
H (0.53, -0.46, -0.71)
C (0.25, -0.47, -2.91)
C (-0.19, -1.90, -2.61)
O (-0.25, -2.93, -3.36)
N (-1.38, -1.62, -1.99)
H (-1.40, -0.88, -1.13)
C (-2.22, -2.68, -1.29)
C (-1.56, -3.28, -0.06)
C (-1.93, -3.01, 1.34)
N (-1.27, -3.30, 2.35)
C (-0.31, -4.05, 2.34)
C (0.33, -4.34, 1.00)
C (-0.30, -3.96, -0.12)
H (0.09, -4.35, -0.84)
H (1.39, -5.02, 1.10)
H (-0.11, -4.24, 3.30)
H (-2.91, -2.38, 1.39)
H (-2.17, -3.47, -1.89)
H (-3.33, -2.51, -1.18)
C (-0.70, 0.78, -3.28)
C (0.18, 2.08, -3.25)
H (1.00, 2.18, -4.06)
H (-0.42, 2.86, -3.30)
H (-1.43, 0.51, -2.91)
H (-0.85, 0.45, -4.57)
H (1.03, -0.84, -3.98)
H (2.65, 1.22, -2.28)
H (2.14, 1.44, -0.53)
H (-0.95, -1.07, 3.68)
H (-1.44, -0.05, 2.31)
H (-0.70, 0.52, 3.71)

Output
* HOMO energy: -8.6 eV
* energy relative to the best compared isomer or geometry (same formula, charge and spin): 1930.12 kJ/mol
* LUMO: 0.04 eV
* E: -2099.44152 Ha

Charges computed using natural (NBO), reported in e: -0.6035, -0.0154, 0.1747, 0.1870, -0.5884, 0.4333, -0.4793, -0.1323, -0.1224, -0.2032, -0.2353, 0.2326, 0.2124, 0.0716, 0.2385, 2.3296, -0.9458, -0.9078, -0.6554, -0.1985, -0.3725, 0.1716, 0.1805, -0.2729, 0.6416, -0.5982, -0.6346, 0.4213, -0.2712, -0.0288, 0.0545, -0.4679, 0.0561, -0.2199, -0.2119, 0.2002, 0.2239, 0.1933, 0.1716, 0.2228, 0.2220, -0.3173, -0.2143, 0.2324, 0.2123, 0.1699, 0.1928, 0.2051, 0.1730, 0.2232, 0.2327, 0.2150, 0.2010



[2]
One molecule with the formula C20H24ClN3OS2. Source: the OMol25 dataset; level of theory: ωB97M-V with the def2-TZVPD basis set.

Atoms and positions in Å:
C (4.62, -0.03, 1.57)
O (3.39, 0.62, 1.79)
C (3.38, 1.99, 1.42)
C (3.28, 2.20, -0.10)
N (2.19, 1.44, -0.66)
C (0.91, 1.89, -0.64)
S (0.59, 3.49, -0.36)
N (-0.08, 1.01, -0.90)
C (-1.44, 1.49, -1.09)
C (-2.18, 1.65, 0.25)
C (-2.07, 0.42, 1.09)
C (-1.18, 0.18, 2.10)
C (-0.12, 1.04, 2.69)
N (-1.37, -1.10, 2.58)
C (-2.38, -1.70, 1.88)
C (-2.92, -2.98, 1.98)
C (-3.93, -3.32, 1.11)
C (-4.39, -2.40, 0.17)
Cl (-5.66, -2.89, -0.91)
C (-3.87, -1.13, 0.05)
C (-2.84, -0.77, 0.92)
C (0.13, -0.42, -1.03)
C (0.47, -0.83, -2.43)
C (-0.39, -1.30, -3.38)
C (0.24, -1.55, -4.62)
C (1.57, -1.26, -4.60)
S (2.07, -0.67, -3.06)
H (4.86, -0.11, 0.50)
H (5.44, 0.50, 2.07)
H (4.52, -1.03, 1.99)
H (4.26, 2.50, 1.81)
H (2.48, 2.40, 1.89)
H (4.20, 1.89, -0.60)
H (3.10, 3.26, -0.29)
H (2.35, 0.45, -0.67)
H (-1.40, 2.46, -1.59)
H (-1.96, 0.77, -1.73)
H (-3.22, 1.87, 0.04)
H (-1.75, 2.50, 0.78)
H (-0.30, 1.19, 3.76)
H (0.86, 0.58, 2.57)
H (-0.11, 2.01, 2.20)
H (-0.85, -1.51, 3.34)
H (-2.56, -3.68, 2.72)
H (-4.38, -4.30, 1.16)
H (-4.25, -0.44, -0.69)
H (-0.81, -0.92, -0.74)
H (0.90, -0.75, -0.32)
H (-1.43, -1.48, -3.19)
H (-0.27, -1.92, -5.48)
H (2.28, -1.34, -5.39)

Output
* HOMO energy: -8.0 eV
* energy relative to the best compared isomer or geometry (same formula, charge and spin): 0.74 kJ/mol
* LUMO: 0.49 eV
* SMILES: COCCNC(=S)N(CCc1c(C)[nH]c2ccc(Cl)cc12)Cc1cccs1
* E: -2272.61182 Ha

Charges computed using natural (NBO), reported in e: -0.2514, -0.5499, -0.0786, -0.2599, -0.6076, 0.3251, -0.3125, -0.4371, -0.2060, -0.4379, -0.1257, 0.2030, -0.6714, -0.5299, 0.1214, -0.2236, -0.2412, -0.0570, -0.0133, -0.2468, -0.0174, -0.2566, -0.2068, -0.2468, -0.2531, -0.4041, 0.4181, 0.1607, 0.1699, 0.1953, 0.1703, 0.2043, 0.1973, 0.2544, 0.3897, 0.2425, 0.1965, 0.2166, 0.2414, 0.2216, 0.2341, 0.2477, 0.4111, 0.2161, 0.2267, 0.2238, 0.2470, 0.2100, 0.2258, 0.2271, 0.2371



[3]
C20H24ClNO5P2Sc as an isolated structure at a distorted geometry. Source: the OMol25 dataset; level of theory: ωB97M-V with the def2-TZVPD basis set.

Atoms and positions in Å:
C (-1.54, 3.40, -3.65)
C (-1.36, 2.06, -3.31)
C (-0.06, 1.47, -3.44)
C (1.00, 2.25, -4.04)
C (0.77, 3.61, -4.35)
C (-0.46, 4.19, -4.12)
C (2.26, 1.65, -4.20)
C (2.40, 0.27, -4.00)
C (1.30, -0.47, -3.42)
C (1.41, -1.90, -3.27)
C (2.65, -2.50, -3.52)
C (3.75, -1.76, -3.98)
C (3.63, -0.41, -4.25)
H (-2.51, 3.87, -3.48)
H (1.60, 4.19, -4.76)
H (-0.61, 5.25, -4.29)
H (3.13, 2.25, -4.47)
H (2.77, -3.56, -3.31)
H (4.71, -2.25, -4.11)
H (4.45, 0.19, -4.65)
N (0.22, 0.22, -2.93)
Sc (0.35, 0.34, -0.17)
C (-2.45, 1.21, -2.70)
H (-2.52, 0.21, -3.17)
H (-3.42, 1.72, -2.76)
C (0.23, -2.66, -2.73)
H (-0.71, -2.38, -3.24)
H (0.40, -3.74, -2.82)
P (-2.08, 0.94, -0.91)
P (0.05, -2.25, -0.94)
C (1.31, -3.35, -0.28)
H (1.23, -3.35, 0.82)
H (1.14, -4.37, -0.65)
H (2.32, -3.03, -0.56)
C (-1.43, -3.23, -0.64)
H (-1.25, -4.26, -0.95)
H (-1.67, -3.22, 0.42)
H (-2.28, -2.84, -1.20)
C (-2.44, 2.64, -0.36)
H (-3.42, 2.92, -0.75)
H (-2.46, 2.66, 0.74)
H (-1.69, 3.35, -0.72)
C (-3.66, 0.19, -0.47)
H (-3.71, 0.09, 0.62)
H (-4.45, 0.85, -0.82)
H (-3.77, -0.80, -0.94)
C (2.33, -0.24, 0.64)
O (3.24, -0.57, 1.27)
H (1.57, 1.18, -1.23)
O (0.04, -1.41, 3.59)
Cl (-0.04, 0.00, 3.27)
O (-1.19, 0.63, 3.82)
O (1.19, 0.68, 3.51)
O (-0.27, 0.05, 1.70)

Output
* HOMO energy (alpha / beta): -11.1 / -11.1 eV
* energy relative to the best compared isomer or geometry (same formula, charge and spin): 492.49 kJ/mol
* LUMO (alpha / beta): -4.19 / -4.19 eV
* total charge: +1
* E: -3110.66467 Ha

Charges computed using natural (NBO), reported in e: -0.1570, -0.0784, 0.2782, -0.1354, -0.1496, -0.2142, -0.0281, -0.1391, 0.2848, -0.0780, -0.1611, -0.2211, -0.1398, 0.2263, 0.2293, 0.2362, 0.2310, 0.2253, 0.2366, 0.2283, -0.5880, 1.5658, -0.6901, 0.2534, 0.2418, -0.7060, 0.2562, 0.2464, 0.7595, 0.8194, -0.9484, 0.2616, 0.2451, 0.2507, -0.9344, 0.2488, 0.2587, 0.2426, -0.9312, 0.2407, 0.2584, 0.2536, -0.9171, 0.2597, 0.2444, 0.2438, 0.4991, -0.3595, -0.4990, -0.7590, 2.5123, -0.7423, -0.7589, -1.0021



[4]
One molecule with the formula C20H24FN3O2. Source: the OMol25 dataset; level of theory: ωB97M-V with the def2-TZVPD basis set.

Atoms and positions in Å:
C (-0.84, -2.91, 2.33)
C (-2.10, -2.70, 1.49)
O (-1.99, -1.44, 0.86)
C (-2.99, -1.01, 0.05)
C (-4.11, -1.76, -0.27)
C (-5.05, -1.29, -1.17)
C (-4.89, -0.05, -1.76)
C (-3.79, 0.72, -1.42)
C (-2.84, 0.28, -0.52)
N (-1.78, 1.16, -0.21)
C (-1.18, 1.13, 1.11)
C (-0.54, 2.50, 1.37)
N (0.45, 2.77, 0.35)
C (1.75, 2.41, 0.63)
O (2.13, 2.28, 1.78)
N (2.61, 2.32, -0.44)
C (3.94, 1.78, -0.21)
C (3.95, 0.28, -0.36)
C (4.46, -0.33, -1.49)
C (4.41, -1.71, -1.64)
C (3.84, -2.46, -0.63)
F (3.78, -3.80, -0.77)
C (3.32, -1.88, 0.51)
C (3.38, -0.50, 0.64)
C (-0.16, 2.78, -0.96)
C (-0.81, 1.42, -1.25)
H (0.03, -2.89, 1.69)
H (-0.89, -3.86, 2.84)
H (-0.75, -2.11, 3.07)
H (-2.99, -2.73, 2.14)
H (-2.18, -3.50, 0.74)
H (-4.24, -2.74, 0.16)
H (-5.91, -1.90, -1.41)
H (-5.62, 0.32, -2.46)
H (-3.67, 1.70, -1.85)
H (-0.40, 0.35, 1.19)
H (-1.95, 0.93, 1.85)
H (-1.30, 3.28, 1.34)
H (-0.03, 2.50, 2.34)
H (2.23, 2.13, -1.35)
H (4.22, 2.07, 0.80)
H (4.62, 2.25, -0.93)
H (4.91, 0.27, -2.27)
H (4.81, -2.19, -2.51)
H (2.88, -2.50, 1.28)
H (2.98, -0.02, 1.52)
H (-0.94, 3.54, -0.95)
H (0.56, 3.04, -1.74)
H (-0.03, 0.63, -1.27)
H (-1.31, 1.43, -2.22)

Output
* HOMO energy: -7.9 eV
* energy relative to the best compared isomer or geometry (same formula, charge and spin): 65.13 kJ/mol
* LUMO: 0.71 eV
* SMILES: CCOc1ccccc1N1CCN(C(=O)NCc2ccc(F)cc2)CC1
* E: -1191.14736 Ha

Charges computed using natural (NBO), reported in e: -0.6179, -0.0586, -0.5134, 0.2533, -0.2823, -0.2100, -0.2355, -0.2209, 0.1898, -0.4843, -0.2195, -0.2273, -0.4527, 0.7924, -0.6813, -0.6349, -0.2572, 0.0197, -0.2224, -0.2843, 0.3967, -0.3276, -0.2834, -0.2070, -0.2202, -0.2225, 0.2133, 0.2146, 0.2142, 0.1722, 0.1726, 0.2172, 0.2128, 0.2131, 0.2117, 0.1863, 0.2139, 0.1937, 0.2470, 0.3836, 0.2448, 0.1989, 0.2111, 0.2289, 0.2275, 0.2414, 0.2079, 0.2012, 0.1712, 0.2121